{
  "formula": "CH3FIN",
  "method": "wB97M-V/def2-TZVPD",
  "elements": ["C", "N", "F", "I", "H", "H", "H"],
  "xyz": [[-0.67871, -0.23612, -0.04372], [0.50416, 0.38946, 0.50248], [0.58486, 1.68652, 0.04226], [2.50751, -0.56608, -0.09667], [-0.71653, -0.09419, -1.10955], [-0.62037, -1.33072, 0.06014], [-1.58092, 0.15113, 0.64506]],
  "molar_mass_g_mol": 174.9,
  "s2": 2.0084,
  "de_lowest_kj_mol": 29.6,
  "multiplicity": 3,
  "orbital_gap_ev": [8.7129, 6.7600]
}

***

{
  "formula": "CH3FINS",
  "method": "wB97M-V/def2-TZVPD",
  "elements": ["C", "N", "F", "S", "I", "H", "H", "H"],
  "xyz": [[1.05578, 0.33574, 0.11654], [0.42391, -0.63756, 0.77905], [-1.37658, -1.56302, -1.07362], [-1.33079, -0.97734, 0.54003], [-2.52485, 1.04071, -0.07519], [0.96312, 0.30933, -1.03903], [2.06505, 0.15119, 0.38628], [0.72435, 1.34096, 0.36592]],
  "molar_mass_g_mol": 207.0,
  "de_lowest_kj_mol": 153.9,
  "orbital_gap_ev": 7.6855
}

***

{
  "formula": "CH3FINS",
  "method": "wB97M-V/def2-TZVPD",
  "elements": ["C", "N", "F", "S", "I", "H", "H", "H"],
  "xyz": [[-0.19827, 0.54909, 0.08226], [0.93607, 1.12300, 0.78478], [2.71108, 2.15053, -1.00899], [2.41550, 1.44310, 0.53429], [3.82880, -0.57424, 0.04433], [-1.00956, 0.37757, 0.90185], [0.22816, -0.48400, -0.03475], [-0.36980, 1.02865, -0.83267]],
  "molar_mass_g_mol": 207.0,
  "de_lowest_kj_mol": 37.0,
  "orbital_gap_ev": 8.5017
}

***

{
  "formula": "CH3FN2O",
  "method": "wB97M-V/def2-TZVPD",
  "elements": ["C", "N", "N", "O", "F", "H", "H", "H"],
  "xyz": [[0.16925, -0.45302, -0.05620], [-1.16466, -0.29012, -0.24492], [0.79996, 0.84596, -0.01259], [0.73290, -1.50139, 0.07554], [2.17476, 0.71011, -0.00210], [-1.51901, 0.58802, -0.58435], [-1.71942, -1.11909, -0.38684], [0.52623, 1.21953, 1.21147]],
  "molar_mass_g_mol": 78.0,
  "de_lowest_kj_mol": 187.0,
  "orbital_gap_ev": 10.7831
}

***

{
  "formula": "CH3FN2O2",
  "method": "wB97M-V/def2-TZVPD",
  "elements": ["C", "N", "F", "N", "O", "O", "H", "H", "H"],
  "xyz": [[-0.65638, 0.96046, -0.44859], [0.41719, 0.12452, 0.55946], [1.73257, 0.56550, 0.40196], [0.38775, -1.28446, 0.35404], [-0.73002, -1.72878, 0.28193], [1.43299, -1.82747, 0.36873], [-0.20521, 0.65093, -1.32200], [-1.65889, 0.51544, -0.03804], [-0.72000, 2.02386, -0.15749]],
  "molar_mass_g_mol": 94.0,
  "de_lowest_kj_mol": 335.7,
  "smiles": "CN(F)[N+](=O)[O-]",
  "orbital_gap_ev": 11.2172
}

***

{
  "formula": "CH3FN2P2",
  "method": "wB97M-V/def2-TZVPD",
  "elements": ["C", "N", "P", "F", "H", "H", "H", "N", "P"],
  "xyz": [[-0.66218, -0.06951, 1.46876], [0.65305, -0.13142, 1.00596], [1.69788, -0.29788, -0.06329], [1.08946, -1.18652, -1.36726], [-0.67015, 0.29552, 2.53503], [-1.22546, -1.01055, 1.31939], [-1.06822, 0.65059, 0.73964], [0.17163, 1.27705, -2.21348], [0.01399, 0.47273, -3.42475]],
  "molar_mass_g_mol": 124.0,
  "de_lowest_kj_mol": 53.6,
  "smiles": "C/N=P\\F.N#P",
  "orbital_gap_ev": 9.6888
}